Record 1
This record from the OMol25 dataset describes a structure of composition C5H8Br2N2O2. The level of theory is ωB97M-V/def2-TZVPD.

Last column: Löwdin charge in e.
Positions of all 19 atoms, in Å:
N: 3.0707 -0.4671 -0.7651  -0.365
H: 1.4836 1.1014 -2.5250  0.047
H: 2.0190 -0.3782 -3.3855  0.074
N: 1.0943 1.4739 0.3810  -0.344
H: -0.6658 -1.1745 -0.0783  0.072
C: 1.2047 0.0554 -2.8002  -0.060
C: 1.8007 -0.9781 -0.5360  -0.632
H: -1.3056 -0.1361 -1.3234  0.057
H: 0.3851 0.2544 -3.5849  0.106
H: 0.7322 -0.4526 2.0587  0.162
H: 1.2715 2.4472 2.2069  0.111
C: 0.7619 -0.5930 -1.4757  -0.289
Br: 1.9484 3.0692 -0.2298  0.619
H: 3.3433 0.1751 -1.5322  0.076
C: -0.4836 -0.6789 -1.0120  0.093
O: 0.6245 0.5196 2.4112  0.037
Br: 4.3493 -0.6736 0.5951  0.732
C: 0.9743 1.5256 1.6415  -0.465
O: 1.6888 -1.6916 0.4399  -0.031

Its orbital gap is 9.752 eV. The energy is -152471.992 eV. The LUMO energy comes out at 0.216 eV.

Record 2
This record from the OMol25 dataset describes the ion C5H8Br3N2 with charge +1. The level of theory is ωB97M-V/def2-TZVPD.

Last column: Löwdin charge in e.
Positions of all 18 atoms, in Å:
Br: 4.1275 0.7212 -0.0708  0.753
H: -0.0213 0.4342 2.7024  0.152
Br: 2.4924 -2.1968 -0.0237  0.828
H: -2.0066 -1.7666 -2.5294  0.088
N: 1.4996 0.2397 1.1788  -0.110
H: -1.5714 -0.4346 -3.4637  0.125
H: -2.6467 -0.2745 -2.0304  0.115
Br: -0.8421 -2.0942 0.6487  0.724
H: 2.2635 0.0896 1.8294  0.160
C: 2.1539 0.7416 -0.0213  -0.574
C: 0.0542 -0.8651 -0.6094  -0.716
C: 0.3802 0.9540 1.7535  -0.008
C: -1.6671 -0.7438 -2.3286  -0.142
C: 1.3976 -0.6052 -0.0745  -0.773
N: -0.4957 -0.4644 -1.6393  0.018
H: -0.4859 0.9915 1.1160  0.091
H: 1.8085 1.7499 -0.5562  0.177
H: 0.6272 1.9662 1.8084  0.092

Its orbital gap is 9.253 eV. The energy is -218412.293 eV. Its net charge is +1. The SMILES is C/N=C(\Br)[C@@]1(Br)[C@H](Br)[N@H+]1C. The LUMO energy comes out at -4.312 eV.

Record 3
This record from the OMol25 dataset describes a cluster of 2 separate species, C5H8BrCl in total. The level of theory is ωB97M-V/def2-TZVPD.

Last column: Löwdin charge in e.
Positions of all 15 atoms, in Å:
H: 0.7610 -2.1329 -0.2294  -0.027
H: 0.0173 0.9534 -2.5629  0.059
C: 1.2413 0.8414 1.7392  -0.145
C: 0.2408 0.9954 0.7367  -0.302
Cl: 0.7913 -1.5993 2.1084  0.747
C: 0.1764 -1.9448 0.6385  -0.548
H: 1.0983 1.4950 2.5751  0.047
C: -0.4997 0.5369 -1.6548  -0.201
H: -0.8660 -1.8340 0.5374  0.003
H: -1.5477 0.9233 -1.6990  0.090
H: -0.5380 -0.6434 -1.8046  0.104
H: 2.2148 0.4084 1.5781  0.012
Br: 2.1543 0.0160 -1.2672  0.687
H: -0.7713 1.2824 1.1186  0.143
C: 0.4044 0.6524 -0.5107  -0.667

Its orbital gap (alpha / beta) is 7.748 / 7.911 eV. The energy is -87874.965 eV. The LUMO energy (alpha / beta) comes out at 0.250 / -0.041 eV.

Record 4
This record from the OMol25 dataset describes a cluster of 2 separate species, C5H8BrN in total. The level of theory is ωB97M-V/def2-TZVPD.

Last column: Löwdin charge in e.
Positions of all 15 atoms, in Å:
C: 0.5606 -0.1263 2.3624  0.071
H: -2.7596 0.3896 -1.6940  0.093
H: 1.8476 1.3236 0.4092  0.141
N: -0.1069 0.3583 0.0714  -0.091
H: 1.4917 0.4048 2.5293  0.063
H: 0.1864 -0.6183 3.3163  0.095
H: 1.1060 1.3993 -1.1757  0.050
H: -1.1577 -0.5289 1.5788  0.085
C: -0.8748 -0.0568 -0.8693  -0.115
C: -0.2649 -0.1571 1.3289  -0.152
H: -2.0437 -1.1073 -2.2644  0.101
H: 1.7547 -0.1011 -0.7685  0.044
Br: 0.9749 -1.7322 -2.8596  -0.398
C: -1.8886 -0.2266 -1.5700  0.068
C: 1.1743 0.7791 -0.3946  -0.057

Its orbital gap is 6.613 eV. The energy is -76843.046 eV. The LUMO energy comes out at -1.154 eV.

Record 5
This record from the OMol25 dataset describes a cluster of 2 separate species, C5H8BrN in total. The level of theory is ωB97M-V/def2-TZVPD.

Last column: Löwdin charge in e.
Positions of all 15 atoms, in Å:
C: 2.9463 -1.4088 -0.7614  -0.148
H: -0.3920 0.9710 -1.3406  0.133
C: 2.4401 -0.2129 -0.4704  -0.625
H: 2.3057 -2.2276 -0.6114  0.006
C: -0.7597 0.7890 -0.3082  -0.242
H: -2.4863 0.2644 0.7088  0.077
H: 0.2420 -2.3324 0.6922  0.122
Br: 3.2532 1.5232 -0.2653  0.539
H: 3.8314 -1.6715 -1.1906  0.010
H: -0.3012 1.4650 0.2859  0.065
C: -2.2870 0.9970 -0.1228  -0.077
H: -2.9525 0.6865 -0.9373  0.073
H: -2.5571 1.9676 0.3462  0.080
C: -0.1686 -0.4663 0.0879  -0.171
N: -0.4784 -1.5695 0.4463  0.158

Its orbital gap (alpha / beta) is 8.237 / 7.200 eV. The energy is -76842.029 eV. The LUMO energy (alpha / beta) comes out at 0.175 / -0.277 eV.

Record 6
This record from the OMol25 dataset describes an isolated molecule of C5H8BrN3. The level of theory is ωB97M-V/def2-TZVPD.

Last column: Löwdin spin population.
Positions of all 17 atoms, in Å:
H: -1.1983 0.8693 2.3882  0.001
H: 0.1159 -1.1373 2.7981  0.002
N: 0.2653 0.0961 1.1930  0.047
H: 1.5978 -1.4641 1.5385  0.000
H: 0.0044 2.0531 2.4425  0.002
Br: -0.2112 -3.1312 -3.9036  0.239
C: -0.7395 -1.7106 -2.7987  1.097
C: 0.9422 -0.6942 2.1612  0.004
C: -0.4509 1.2564 1.7444  0.006
N: -0.2401 0.6091 -1.0361  0.117
H: 1.6785 -0.0887 2.7147  0.001
C: -0.2475 -0.4535 -3.0543  0.094
H: -0.4011 -0.2007 -4.1239  0.022
N: -0.3773 0.6342 -2.3388  0.305
H: -0.1681 1.6374 -0.6360  0.001
H: -0.9210 1.8956 0.9943  0.001
C: 0.3510 -0.1709 -0.0838  0.063

Its expectation value of S² is 2.06. Its orbital gap (alpha / beta) is 7.998 / 6.717 eV. The energy is -79819.473 eV. The LUMO energy (alpha / beta) comes out at 0.720 / -1.375 eV. As for the spin multiplicity: 3.

Record 7
This record from the OMol25 dataset describes a cluster of 2 separate species, C5H8BrP in total. The level of theory is ωB97M-V/def2-TZVPD.

Last column: Löwdin charge in e.
Positions of all 15 atoms, in Å:
Br: 3.0404 -0.9870 1.2570  -0.259
H: -2.2092 1.0019 1.8770  0.099
H: 1.1077 -2.3029 -0.3251  0.035
C: 0.6814 -1.5264 -1.0055  -0.171
H: -1.7292 2.7561 -0.0193  0.087
H: -0.3006 -1.9773 -1.4364  0.090
C: -1.5003 0.8557 1.0964  -0.106
H: -0.5362 -1.0265 1.6205  0.088
P: -0.3233 1.2070 -1.2250  1.009
C: -0.6365 -0.3014 0.9235  0.048
H: 1.2839 -0.1491 0.3405  -0.079
C: 0.3218 -0.1968 -0.2479  -0.613
C: -1.2090 1.7943 0.1477  -0.307
H: 1.3604 -1.3509 -1.9037  0.093
H: 0.6486 2.2033 -1.0998  -0.015

Its orbital gap (alpha / beta) is 5.461 / 5.470 eV. The energy is -84642.733 eV. The LUMO energy (alpha / beta) comes out at -2.511 / -2.506 eV.

Record 8
This record from the OMol25 dataset describes a structure of composition C5H8CeLiO3. The level of theory is ωB97M-V/def2-TZVPD.

Last column: Löwdin spin population.
Positions of all 18 atoms, in Å:
C: 1.1537 1.4860 -4.2399  0.000
C: 2.3165 1.4596 -3.9027  0.000
H: -0.1928 -2.0011 3.1574  0.000
H: 1.0747 0.3845 -1.6634  0.000
H: -0.5269 0.4297 2.6215  0.000
Ce: 1.3139 -2.6297 -0.3956  2.002
H: -1.7802 -1.4331 3.7286  0.000
C: -1.0466 -0.3527 2.0563  0.000
O: -0.2407 -0.6318 0.8714  -0.001
C: -0.0165 0.3095 -0.0163  0.000
O: -0.4384 1.4390 -0.0095  0.000
H: -1.6787 -2.4081 2.2419  0.000
H: 3.3758 1.2357 -3.8790  0.000
O: 0.8069 -0.2113 -0.9097  -0.002
C: -1.1757 -1.6338 2.8352  0.000
H: 0.1398 1.4136 -4.5987  0.000
H: -2.0151 0.0220 1.7058  0.000
Li: -1.0697 3.1222 0.3969  0.000

Its expectation value of S² is 2.00. Its orbital gap (alpha / beta) is 7.030 / 7.327 eV. The energy is -24559.635 eV. Its net charge is +3. The LUMO energy (alpha / beta) comes out at -11.771 / -11.772 eV. As for the spin multiplicity: 3.

Record 9
This record from the OMol25 dataset describes a cluster of 2 separate species, C5H8Cl2F2O in total. The level of theory is ωB97M-V/def2-TZVPD.

Last column: Löwdin charge in e.
Positions of all 18 atoms, in Å:
F: -2.4837 -1.8246 0.3397  -0.054
C: 0.9386 -0.8510 0.6366  -0.020
C: -2.7091 0.5678 0.7168  -0.800
H: -2.2382 -0.6310 -1.1383  0.092
H: 1.1634 -1.4710 -0.1671  0.067
C: 0.7545 0.4874 0.0560  -0.502
H: 0.6651 2.3365 0.8249  0.079
C: -2.8889 -0.6579 -0.2724  -0.760
O: 0.6574 1.4308 1.0169  0.034
H: 0.3374 1.8385 -1.4946  0.092
C: 0.5168 0.7583 -1.1971  0.024
F: -3.7460 0.5899 1.5492  -0.033
H: 0.0687 -1.2749 1.1097  0.075
H: 1.6674 -1.0218 1.3695  0.074
Cl: -4.5412 -0.7880 -0.7868  0.713
H: -1.7243 0.2899 1.3842  0.162
Cl: -2.5520 2.0366 -0.1903  0.716
H: 0.7381 0.0249 -1.8914  0.041

Its orbital gap is 9.899 eV. The energy is -37840.584 eV. The SMILES is F[C@H](Cl)[C@@H](F)Cl.C=C(C)O. The LUMO energy comes out at 0.608 eV.

Record 10
This record from the OMol25 dataset describes a structure of composition C5H8Cl2N2O3Pt. The level of theory is ωB97M-V/def2-TZVPD.

Last column: Löwdin charge in e.
Positions of all 21 atoms, in Å:
H: -0.9353 -1.8896 -2.3422  0.097
H: -1.5647 0.4007 -2.5979  0.122
N: -0.9593 0.8122 0.0323  -0.165
C: 3.5783 -0.9111 0.3273  -0.907
O: -3.1675 1.3594 -0.3210  0.051
H: 4.4367 -1.1491 -0.2880  0.029
N: -1.1714 -1.3499 -1.5177  -0.122
H: -3.0386 -0.4921 -2.1543  0.120
Pt: 0.2921 -0.6538 -0.1487  0.917
Cl: 3.1857 0.7748 0.1585  0.599
H: 0.1508 2.3392 0.8568  0.123
H: -1.6770 -1.9625 -0.8843  0.096
O: 0.1869 1.0770 3.4077  0.081
C: -2.0498 -0.1855 -1.8192  -0.141
H: 3.7200 -1.1574 1.3718  0.040
Cl: 2.2797 -2.0537 -0.2628  0.520
C: 0.1435 0.7856 2.2418  -0.619
O: 0.8049 -0.2601 1.7376  -0.299
C: -2.1580 0.7286 -0.5712  -0.552
H: -1.4547 2.1708 1.5796  0.129
C: -0.6025 1.6165 1.1940  -0.117

Its orbital gap is 8.130 eV. The energy is -42728.679 eV. The LUMO energy comes out at -0.290 eV.

Q: Among the records above, which one has the lowest energy?
A: C5H8Br3N2

Q: Which of these has the highest energy?
A: C5H8CeLiO3

Q: Among the records above, which one has the highest energy?
A: C5H8CeLiO3

Q: The lowest energy belongs to which entry?
A: C5H8Br3N2